(1)
{
  "formula": "C14F42Li3N7O28S14",
  "method": "ωB97M-V/def2-TZVPD",
  "charge": -3,
  "multiplicity": 2,
  "homo_energy_ha": [-0.1238, -0.1238],
  "elements": ["S", "O", "O", "O", "O", "F", "F", "F", "O", "C", "S", "F", "F", "O", "F", "C", "O", "O", "C", "Li", "F", "F", "S", "O", "F", "F", "C", "F", "N", "F", "S", "O", "F", "O", "F", "Li", "S", "O", "F", "O", "F", "C", "O", "S", "O", "N", "F", "F", "F", "C", "F", "O", "N", "O", "O", "S", "S", "F", "O", "N", "F", "O", "F", "S", "F", "N", "C", "O", "F", "F", "F", "C", "F", "O", "F", "F", "F", "O", "N", "F", "F", "S", "C", "C", "F", "F", "S", "F", "F", "O", "Li", "S", "N", "O", "S", "F", "C", "O", "F", "O", "C", "C", "F", "S", "F", "C", "O", "F"],
  "positions_angstrom": [[7.019, 17.363, -16.219], [13.689, 10.357, -4.763], [5.595, 11.934, -0.298], [4.181, 16.183, -6.395], [7.388, 18.406, -15.296], [4.762, 15.653, -12.449], [3.575, 14.134, 2.090], [16.698, 8.976, -4.383], [3.338, 12.490, -8.875], [16.679, 10.275, -3.959], [7.880, 16.706, -6.276], [17.901, 10.549, -3.649], [6.691, 16.147, -11.741], [4.038, 14.212, -3.546], [3.939, 16.918, -9.824], [5.628, 15.957, -2.216], [6.069, 13.186, -2.533], [6.464, 14.198, -14.416], [6.009, 18.363, -17.546], [7.337, 14.845, -8.267], [4.095, 20.673, -6.182], [4.977, 12.457, 2.705], [13.008, 15.881, -7.304], [7.501, 18.116, -5.934], [9.607, 15.031, -5.103], [5.492, 17.606, -12.921], [4.193, 12.964, 1.726], [12.045, 13.738, -4.506], [14.966, 12.480, -4.717], [2.508, 10.449, -6.799], [5.186, 13.343, 0.054], [4.715, 12.591, -6.754], [10.264, 17.220, -5.169], [13.297, 12.173, -6.536], [5.555, 16.568, -3.371], [9.801, 14.791, -7.975], [4.038, 15.345, -7.568], [13.943, 13.627, -9.151], [0.865, 11.883, -7.141], [6.871, 15.706, -6.068], [2.469, 15.246, -9.684], [8.008, 18.437, -9.459], [0.596, 23.212, -7.918], [13.645, 11.752, -5.178], [13.862, 15.053, -6.470], [2.903, 22.045, -8.698], [8.690, 16.720, -3.830], [15.920, 10.568, -2.924], [2.095, 11.914, -5.314], [12.365, 12.563, -4.047], [5.674, 17.455, -18.437], [1.638, 19.994, -7.925], [4.023, 13.771, -0.913], [3.112, 19.863, -9.856], [5.336, 14.848, -8.070], [2.854, 20.502, -8.570], [3.413, 12.800, -7.459], [0.168, 24.285, -10.669], [9.730, 18.779, -7.389], [5.989, 16.338, -15.725], [12.882, 17.944, -5.505], [8.140, 16.680, -16.871], [2.344, 17.157, -8.631], [16.151, 11.408, -5.479], [6.716, 19.169, -18.258], [2.801, 14.204, -6.976], [3.114, 16.218, -9.028], [15.672, 10.548, -6.516], [12.539, 18.510, -7.593], [11.229, 11.806, -3.981], [6.882, 15.917, -1.829], [9.270, 16.348, -4.954], [5.473, 20.791, -7.845], [8.181, 15.935, -14.109], [6.773, 18.272, -8.929], [4.901, 18.886, -17.033], [14.463, 15.404, -11.476], [11.580, 15.592, -7.056], [8.582, 16.294, -7.616], [4.842, 16.660, -1.341], [14.662, 18.008, -6.887], [1.151, 22.398, -8.985], [2.111, 11.636, -6.620], [4.365, 20.197, -7.366], [3.279, 12.036, 1.362], [13.017, 13.844, -12.149], [9.261, 17.796, -8.272], [1.795, 23.168, -11.511], [13.005, 12.628, -2.856], [11.593, 14.246, -9.403], [12.590, 17.701, -9.844], [12.983, 14.643, -9.530], [13.346, 16.094, -8.979], [10.407, 17.423, -9.114], [4.943, 14.135, -2.387], [2.233, 24.499, -9.971], [13.218, 14.981, -11.417], [6.126, 14.341, 0.411], [8.114, 17.888, -10.622], [0.265, 21.352, -9.584], [1.344, 23.668, -10.423], [13.325, 17.725, -6.772], [4.610, 18.862, -7.326], [6.759, 15.620, -14.301], [12.423, 15.982, -11.728], [5.818, 16.353, -12.737], [17.366, 12.232, -5.821], [8.137, 19.728, -9.618]]
}



(2)
{
  "formula": "C27H40N5O2SYb",
  "method": "ωB97M-V/def2-TZVPD",
  "charge": 2,
  "e_above_lowest_kcal_mol": 31.5,
  "multiplicity": 2,
  "homo_energy_ha": [-0.5070, -0.5069],
  "elements": ["C", "C", "C", "N", "C", "C", "H", "H", "C", "C", "S", "H", "N", "C", "H", "H", "H", "H", "H", "H", "H", "C", "H", "C", "C", "O", "C", "H", "H", "C", "H", "H", "H", "N", "H", "H", "C", "H", "H", "C", "H", "H", "N", "H", "N", "C", "C", "H", "C", "H", "C", "H", "H", "H", "H", "C", "O", "C", "H", "H", "H", "H", "C", "Yb", "H", "H", "C", "C", "H", "H", "H", "H", "C", "C", "C", "H"],
  "positions_angstrom": [[-8.583, -6.406, 0.659], [-11.319, -10.215, 0.040], [-13.801, -9.734, 6.095], [-10.964, -7.530, 4.031], [-18.210, -10.714, 2.086], [-9.374, -5.976, 1.885], [-12.914, -8.427, -2.345], [-8.686, -6.287, 2.740], [-16.889, -10.164, 2.446], [-12.297, -10.298, 1.005], [-13.093, -6.391, 2.776], [-14.502, -9.980, 8.185], [-16.690, -9.507, 3.606], [-15.872, -10.213, 1.404], [-10.251, -9.317, 5.631], [-8.716, -7.529, 0.445], [-20.907, -8.347, 6.194], [-16.847, -11.478, -0.002], [-8.834, -8.327, 5.934], [-15.741, -7.020, 5.118], [-8.870, -5.906, -0.301], [-16.460, -10.476, 0.073], [-17.924, -12.239, 6.302], [-17.605, -9.260, 4.626], [-13.943, -9.226, 7.609], [-14.557, -10.588, 5.587], [-17.822, -7.867, 5.027], [-7.511, -6.162, 0.869], [-10.321, -10.558, 0.193], [-11.955, -11.061, 2.266], [-11.151, -6.454, 1.038], [-8.691, -9.849, 4.966], [-13.815, -7.187, 7.521], [-14.559, -7.890, 7.644], [-14.976, -7.569, 8.545], [-17.193, -9.704, -0.142], [-9.303, -8.993, 5.197], [-18.889, -10.680, 2.892], [-18.464, -12.224, 4.638], [-16.785, -6.745, 4.755], [-20.139, -10.734, 6.377], [-8.884, -7.249, 3.873], [-14.598, -9.983, 1.720], [-11.811, -12.108, 2.120], [-10.658, -6.624, 1.925], [-12.790, -8.929, -1.385], [-9.610, -8.140, 3.976], [-19.247, -6.628, 6.102], [-11.455, -6.834, 2.995], [-10.917, -9.616, -1.906], [-11.619, -9.653, -1.151], [-14.570, -7.153, -1.353], [-16.700, -11.835, 5.019], [-16.738, -6.510, 3.695], [-17.146, -5.838, 5.299], [-14.865, -7.860, -0.608], [-12.958, -9.141, 5.335], [-19.533, -9.973, 5.942], [-15.799, -8.261, -1.005], [-18.099, -11.783, 1.797], [-15.121, -7.310, 0.332], [-12.876, -9.183, 8.007], [-17.802, -11.731, 5.316], [-14.491, -8.810, 3.789], [-15.639, -10.357, -0.655], [-9.584, -8.719, 3.076], [-19.875, -8.661, 6.039], [-19.004, -7.628, 5.694], [-18.701, -10.364, 1.163], [-10.959, -10.692, 2.664], [-11.701, -7.892, 4.648], [-9.454, -4.886, 1.806], [-18.258, -10.299, 5.401], [-13.808, -8.820, -0.369], [-13.635, -9.709, 0.749], [-12.603, -10.898, 3.081]]
}



(3)
{
  "formula": "H26O13",
  "method": "ωB97M-V/def2-TZVPD",
  "charge": -1,
  "e_above_lowest_kcal_mol": 26.7,
  "multiplicity": 2,
  "homo_energy_ha": [-0.0059, -0.2679],
  "elements": ["O", "H", "O", "H", "O", "O", "H", "O", "O", "H", "H", "O", "O", "H", "H", "O", "H", "O", "H", "H", "H", "O", "H", "O", "H", "H", "H", "H", "H", "H", "H", "H", "O", "H", "H", "H", "H", "H", "H"],
  "positions_angstrom": [[-0.714, -2.784, 0.303], [1.565, -3.472, 3.046], [3.477, 1.855, -0.451], [3.079, 0.661, 0.999], [-1.827, 2.399, -0.973], [1.934, -2.550, 0.417], [1.132, -2.215, 2.322], [-1.703, 1.264, -3.695], [-1.490, -0.533, 2.541], [-0.099, 1.824, -3.039], [-2.298, 2.865, -0.282], [-1.506, -1.307, -2.431], [-0.089, -0.208, 0.238], [2.570, 2.128, -0.586], [2.196, -2.582, -0.503], [2.743, -0.168, 1.340], [0.221, -2.963, 0.202], [0.985, -2.714, 3.125], [2.602, -2.009, 0.838], [-1.606, -2.065, -3.007], [0.035, 1.241, 2.729], [-3.313, 0.448, 0.239], [-2.785, 1.049, -0.286], [0.677, 1.553, -2.550], [2.750, -0.058, 2.290], [1.027, 2.366, -2.185], [-0.878, -0.967, 1.945], [-3.590, -0.230, -0.378], [-2.182, -0.198, 1.973], [-2.298, -1.308, -1.894], [-1.343, 3.083, -1.437], [-0.244, 0.354, -0.522], [0.463, 1.552, 3.527], [0.832, -0.067, 0.457], [3.960, 2.264, -1.170], [-0.806, -1.855, 0.091], [-1.379, 0.801, -2.922], [-1.860, 0.574, -4.339], [-0.238, 1.971, 4.027]]
}



What is the formula in the first record? C14F42Li3N7O28S14